1.
Entry from the OMol25 dataset: C28H36Cl2IrN4S2 as an isolated structure (the ωB97M-V functional and the def2-TZVPD basis).

LUMO energy = -3.504 eV
Kohn-Sham gap = 6.93 eV
Charge = +1
E_HOMO = -10.4342 eV

CARTESIAN COORDINATES (ANGSTROEM)
Ir -0.168 0.028 -0.702
C 1.691 2.333 2.377
C 1.101 1.769 3.670
C 2.125 0.911 4.427
C -0.306 1.144 3.603
C -1.016 1.292 4.796
C -2.355 0.992 4.894
C -3.036 0.621 3.748
C -2.387 0.431 2.537
C -3.277 0.115 1.349
C -3.125 -1.315 0.835
C -3.083 1.189 0.283
C -0.981 0.587 2.493
N -0.148 0.057 1.416
C 0.859 -0.657 1.847
C 1.880 -0.986 0.954
C 3.082 -1.670 1.066
C 3.684 -1.576 -0.182
C 2.841 -0.853 -1.042
N 1.739 -0.488 -0.335
C 3.215 -0.490 -2.467
C 4.101 -1.598 -3.046
C 2.020 -0.297 -3.396
C 4.014 0.825 -2.412
H 2.344 3.173 2.621
H 0.909 2.704 1.719
H 2.293 1.611 1.826
H 0.925 2.645 4.298
H 2.579 0.159 3.779
H 1.673 0.402 5.279
H 2.935 1.536 4.804
H -0.493 1.695 5.655
H -2.877 1.098 5.835
H -4.107 0.470 3.786
H -4.307 0.205 1.699
H -2.115 -1.513 0.487
H -3.814 -1.505 0.009
H -3.341 -2.027 1.633
H -2.062 1.108 -0.098
H -3.187 2.188 0.711
H -3.778 1.073 -0.551
H 0.911 -0.953 2.887
H 3.465 -2.149 1.954
H 4.646 -1.972 -0.458
H 3.627 -2.575 -2.946
H 5.077 -1.637 -2.562
H 4.269 -1.408 -4.107
H 1.479 -1.231 -3.562
H 2.381 0.058 -4.363
H 1.319 0.442 -3.019
H 4.896 0.720 -1.779
H 3.400 1.635 -2.014
H 4.342 1.102 -3.415
Cl -0.197 -2.517 -0.710
C -1.504 -2.922 -1.795
C -1.973 -4.222 -1.798
C -2.992 -4.549 -2.676
C -3.516 -3.585 -3.523
C -3.028 -2.290 -3.493
Cl -3.735 -1.121 -4.552
C -1.997 -1.922 -2.622
S -1.405 -0.262 -2.618
H -1.549 -4.955 -1.126
H -3.385 -5.556 -2.694
H -4.311 -3.829 -4.213
N -0.179 4.511 -1.720
C -0.563 3.234 -1.688
N -1.721 2.899 -2.228
S 0.533 2.151 -0.910
H -0.711 5.217 -2.201
H 0.691 4.783 -1.294
H -2.300 3.586 -2.685
H -2.022 1.934 -2.271

---

2.
Entry from the OMol25 dataset: C28H36Cl2IrN4S2 as an isolated structure (the ωB97M-V functional and the def2-TZVPD basis).

LUMO energy (alpha / beta) = -3.048 / -5.596 eV
Multiplicity = 5
Kohn-Sham gap (alpha / beta) = 6.81 / 5.20 eV
Charge = +1
⟨S²⟩ = 6.063
E_HOMO (alpha / beta) = -9.8603 / -10.7991 eV

CARTESIAN COORDINATES (ANGSTROEM)
Ir 0.453 0.146 -0.908
C 3.525 3.143 1.634
C 2.202 2.671 1.027
C 1.801 3.539 -0.168
C 1.063 2.625 2.024
C 0.841 3.708 2.861
C -0.225 3.724 3.747
C -1.119 2.669 3.765
C -0.953 1.559 2.943
C -2.087 0.546 2.894
C -3.391 1.226 2.461
C -2.274 -0.166 4.238
C 0.194 1.525 2.120
N 0.460 0.356 1.350
C 0.442 -0.782 1.993
C 0.472 -1.983 1.256
C 0.467 -3.343 1.709
C 0.351 -4.106 0.593
C 0.282 -3.199 -0.540
N 0.386 -1.934 -0.115
C 0.086 -3.585 -1.975
C 1.339 -3.169 -2.768
C -0.106 -5.098 -2.105
C -1.161 -2.871 -2.520
H 4.328 3.021 0.904
H 3.782 2.576 2.531
H 3.495 4.201 1.902
H 2.370 1.665 0.649
H 1.633 4.570 0.153
H 0.877 3.178 -0.626
H 2.586 3.540 -0.926
H 1.514 4.555 2.822
H -0.376 4.574 4.400
H -1.987 2.718 4.413
H -1.869 -0.221 2.149
H -3.684 1.995 3.178
H -4.197 0.491 2.412
H -3.290 1.694 1.483
H -2.663 0.513 4.999
H -1.334 -0.578 4.616
H -2.992 -0.983 4.134
H 0.374 -0.807 3.079
H 0.519 -3.666 2.739
H 0.292 -5.181 0.532
H 2.232 -3.656 -2.368
H 1.485 -2.092 -2.742
H 1.221 -3.477 -3.808
H 0.782 -5.648 -1.782
H -0.286 -5.348 -3.150
H -0.966 -5.445 -1.528
H -1.074 -1.790 -2.437
H -2.057 -3.187 -1.982
H -1.287 -3.126 -3.574
Cl 0.031 0.372 -3.765
C -1.646 0.850 -3.724
C -2.270 0.956 -4.955
C -3.602 1.327 -5.015
C -4.299 1.584 -3.847
C -3.658 1.473 -2.626
Cl -4.581 1.800 -1.200
C -2.306 1.106 -2.518
S -1.613 1.032 -0.903
H -1.707 0.751 -5.855
H -4.096 1.416 -5.973
H -5.341 1.872 -3.870
N 4.972 -0.963 -1.139
C 3.797 -0.536 -0.677
N 3.485 -0.779 0.592
S 2.765 0.312 -1.733
H 5.674 -1.363 -0.538
H 5.212 -0.777 -2.097
H 4.089 -1.301 1.205
H 2.616 -0.421 0.949

---

3.
Entry from the OMol25 dataset: C28H36InN7O4S as an isolated structure (the ωB97M-V functional and the def2-TZVPD basis).

LUMO energy = -5.342 eV
Kohn-Sham gap = 8.90 eV
Charge = +2
E_HOMO = -14.2456 eV

CARTESIAN COORDINATES (ANGSTROEM)
In -0.401 0.022 0.184
C 0.745 -2.475 -1.608
C -0.648 -2.225 -2.202
C -0.617 -0.897 -2.900
C -0.730 -0.773 -4.274
C -0.529 0.465 -4.861
C -0.205 1.549 -4.060
C -0.129 1.357 -2.701
N -0.335 0.162 -2.120
N 0.857 -1.968 -0.211
C 0.366 -3.020 0.716
C 0.223 -2.559 2.156
C -0.139 -3.472 3.134
C -0.248 -3.032 4.441
C 0.004 -1.697 4.728
C 0.334 -0.853 3.686
N 0.440 -1.270 2.416
C 2.282 -1.645 0.073
C 2.637 -0.193 -0.141
C 3.942 0.181 -0.406
C 4.274 1.524 -0.441
C 3.291 2.477 -0.210
C 2.009 2.042 0.026
N 1.685 0.731 0.049
H 1.485 -1.946 -2.204
H 1.013 -3.532 -1.634
H -1.398 -2.222 -1.403
H -0.937 -3.017 -2.887
H -0.960 -1.644 -4.872
H -0.611 0.580 -5.934
H -0.025 2.530 -4.478
H 0.097 2.187 -2.047
H 1.050 -3.874 0.669
H -0.596 -3.381 0.351
H -0.321 -4.510 2.878
H -0.525 -3.722 5.228
H -0.061 -1.316 5.739
H 0.518 0.200 3.866
H 2.935 -2.282 -0.525
H 2.496 -1.857 1.114
H 4.693 -0.582 -0.566
H 5.294 1.827 -0.641
H 3.512 3.535 -0.217
H 1.210 2.750 0.205
C -6.381 3.011 3.933
C -6.859 2.838 2.488
S -5.479 2.894 1.397
O -4.891 4.211 1.459
O -4.662 1.710 1.587
C -6.257 2.725 -0.175
C -5.368 3.253 -1.285
N -3.940 3.062 -1.020
C -3.333 1.857 -0.980
N -2.070 1.966 -0.614
C -1.853 3.303 -0.373
C -2.992 3.976 -0.614
N -3.159 5.407 -0.481
O -2.196 5.998 -0.043
O -4.174 5.918 -0.904
C -4.027 0.576 -1.300
H -7.235 2.891 4.595
H -5.958 4.001 4.091
H -5.637 2.262 4.197
H -7.529 3.642 2.175
H -7.339 1.872 2.320
H -7.189 3.293 -0.165
H -6.490 1.665 -0.279
H -5.528 4.306 -1.448
H -5.613 2.731 -2.205
H -0.918 3.724 -0.037
H -4.764 0.695 -2.094
H -4.534 0.190 -0.413
H -3.294 -0.156 -1.638
C -1.733 0.170 1.811
H -1.895 -0.820 2.232
H -2.659 0.639 1.483
H -1.211 0.798 2.534